DFT (the ωB97M-V functional and the def2-TZVPD basis) results for a cluster of 2 separate species, C2H3ClFNOS in total at a distorted geometry.

Each line ends with the natural charge from an NBO analysis.
CARTESIAN COORDINATES (ANGSTROEM)
C (-0.78, -2.10, 0.21)  0.958
C (-0.72, 0.26, -0.55)  0.055
N (-1.16, -0.80, -0.02)  -0.474
O (0.09, -2.62, 0.80)  -0.549
F (-1.69, -2.79, -0.51)  -0.335
S (2.85, -0.40, 0.67)  0.006
Cl (4.63, -0.01, -0.36)  -0.157
H (-1.32, 1.17, -0.45)  0.174
H (0.12, 0.36, -1.17)  0.170
H (2.89, -1.72, 0.95)  0.151

Computed properties:
Highest occupied orbital energy (eV): -9.71
2S+1: 1
Structure (SMILES): C=NC(=O)F.SCl
Energy above the lowest of the compared OMol25 structures with the same formula, charge and spin (eV): 1.472
Frontier orbital gap (eV): 9.237